(1)
Entry from the OMol25 dataset: a structure of composition C49H43IrN5P2SSe (wB97M-V/def2-TZVPD).

XYZ file:
```
102
Properties=species:S:1:pos:R:3:mulliken_charge:R:1
Ir 0.89846 -0.39540 -0.45330 3.168
C 1.14414 2.65992 1.21731 -2.150
N 0.90031 2.13496 2.55782 0.812
C 1.41845 0.78516 2.74751 -1.844
P 0.64222 -0.58722 1.77602 1.035
C -1.08552 -0.67421 2.21846 0.980
C -1.87689 -1.62869 1.56918 -0.505
C -3.20599 -1.78194 1.92104 -0.863
C -3.75915 -0.98450 2.91853 -1.117
C -2.97688 -0.04349 3.57099 -0.612
C -1.64217 0.11276 3.22584 -0.929
C 1.50212 -2.00311 2.45122 1.082
C 2.89616 -2.07273 2.32171 -0.498
C 3.58268 -3.15451 2.84405 -0.748
C 2.88484 -4.17383 3.48989 -0.759
C 1.50604 -4.10512 3.62159 -0.892
C 0.80705 -3.02108 3.10572 -0.630
C 0.53524 2.93747 3.59510 2.267
C 0.50210 2.44542 4.94443 -0.433
C 0.16620 3.26613 5.98007 -1.007
C -0.16679 4.61399 5.74632 -0.516
C -0.16426 5.11480 4.43178 -0.934
C 0.17079 4.30992 3.38207 -0.615
P 0.46062 1.84089 -0.30799 1.818
C 1.32516 2.86680 -1.51647 1.079
C 0.65147 3.65552 -2.45094 -0.948
C 1.37113 4.46296 -3.32328 -0.915
C 2.75576 4.50267 -3.26560 -0.735
C 3.43203 3.74332 -2.31713 -1.074
C 2.72068 2.93220 -1.45162 -0.245
C -1.29417 2.22143 -0.34790 1.607
C -2.00711 2.10084 -1.55032 -1.321
C -3.36710 2.36661 -1.58249 -0.875
C -4.02883 2.75571 -0.42278 -0.975
C -3.33008 2.87677 0.76748 -0.793
C -1.96784 2.61015 0.80879 -1.175
H 2.22469 2.67241 1.05610 0.700
H 0.81316 3.68564 1.12379 0.460
H 1.37836 0.47495 3.78273 0.618
H 2.47505 0.77919 2.46076 0.563
H -1.44188 -2.27131 0.81250 0.836
H -3.81469 -2.53193 1.43307 0.523
H -4.79746 -1.11088 3.19651 0.487
H -3.40153 0.56172 4.36155 0.518
H -1.04922 0.83760 3.76869 0.141
H 3.44893 -1.28444 1.82125 0.258
H 4.66124 -3.20266 2.76564 0.496
H 3.42480 -5.01585 3.90340 0.483
H 0.97043 -4.89020 4.13873 0.505
H -0.26596 -2.96793 3.23365 0.483
H 0.75018 1.42354 5.18091 0.436
H 0.16255 2.87905 6.99043 0.490
H -0.42405 5.26204 6.57472 0.463
H -0.42211 6.14980 4.25055 0.486
H 0.16106 4.74839 2.39756 0.449
H -0.42550 3.68029 -2.49357 0.554
H 0.84036 5.07548 -4.03985 0.482
H 3.30928 5.14159 -3.94120 0.461
H 4.51028 3.80408 -2.24281 0.482
H 3.25839 2.38989 -0.68587 0.262
H -1.49625 1.83995 -2.47065 0.680
H -3.90889 2.29129 -2.51630 0.535
H -5.08803 2.97613 -0.45302 0.493
H -3.84482 3.18885 1.66702 0.514
H -1.44823 2.70082 1.75262 0.128
Se 1.69786 -4.27933 -1.08975 0.389
N 3.41988 -4.25258 -1.37349 -0.705
C 3.86616 -3.01604 -1.20708 0.363
C 5.18902 -2.50706 -1.38687 -0.819
C 5.35740 -1.16529 -1.20897 -1.110
C 4.27966 -0.31331 -0.82261 -0.150
N 3.05576 -0.74408 -0.59743 -0.102
C 2.86270 -2.08512 -0.83519 0.260
N 1.62282 -2.52431 -0.73737 -0.419
H 6.00433 -3.16471 -1.66180 0.606
H 6.32878 -0.70986 -1.34714 0.513
H 4.47194 0.73865 -0.69254 0.495
N -0.74539 -0.67177 -1.48182 0.778
S -1.26392 -2.20594 -1.86338 0.394
C -2.94979 -2.01319 -2.31310 0.500
C -3.30477 -1.24005 -3.41659 -0.373
C -4.64473 -1.14343 -3.74275 -0.853
C -5.59968 -1.82398 -2.98728 -0.536
C -5.22593 -2.60369 -1.90081 -0.941
C -3.88675 -2.70322 -1.55106 -0.236
C -0.46930 -2.60913 -3.41578 0.473
C 0.55733 -1.83856 -3.93826 -0.133
C 1.17847 -2.26815 -5.10697 -0.840
C 0.77529 -3.44513 -5.72096 -0.597
C -0.25423 -4.20540 -5.17680 -0.720
C -0.88408 -3.79334 -4.01295 -0.854
H -1.50622 -0.00689 -1.59043 -0.185
H -2.54965 -0.75905 -4.02893 0.438
H -4.94991 -0.56143 -4.60242 0.523
H -6.64412 -1.75720 -3.26271 0.480
H -5.97339 -3.14566 -1.33720 0.494
H -3.57617 -3.32463 -0.71923 0.693
H 0.84539 -0.89902 -3.48269 0.490
H 1.96515 -1.66927 -5.54720 0.508
H 1.25672 -3.76828 -6.63432 0.457
H -0.57251 -5.11814 -5.66220 0.486
H -1.69513 -4.38049 -3.59591 0.507
```

The spin multiplicity is 2. Its total charge is +4. Its electronic energy is -156522.5801 eV. The calculation puts the LUMO energy (spin up / spin down) at -11.4 / -12.6 eV. The orbital gap (spin up / spin down) comes out at 7.040 / 5.748 eV. As for the expectation value of S²: 0.78.


(2)
Entry from the OMol25 dataset: a structure of composition C49H44BrKNO5S at a distorted geometry (wB97M-V/def2-TZVPD).

XYZ file:
```
102
Properties=species:S:1:pos:R:3:mulliken_charge:R:1
K -0.63060 -1.23338 -1.28069 1.709
C 3.21960 4.04482 -3.18789 -2.071
C 3.14400 3.09812 -1.97109 1.140
C 4.24790 3.47632 -0.97589 -1.793
O 1.90630 3.20112 -1.33069 0.127
C 1.08130 2.17362 -1.84629 -1.892
C 2.08080 1.01942 -2.11519 -1.871
O 3.27320 1.76332 -2.40679 -0.353
C 2.41550 -0.17468 -1.15749 3.108
O 1.42320 -1.08268 -1.13799 -0.979
C 3.61030 -0.95048 -1.74209 -0.349
C 4.08970 -0.81788 -3.03879 -0.489
C 5.04950 -1.68208 -3.53909 -0.939
C 5.54820 -2.70858 -2.75969 -0.431
C 5.05560 -2.87338 -1.47389 -0.878
C 4.09940 -2.01038 -0.97879 -0.320
C 2.77360 0.33812 0.23161 -0.698
C 4.09010 0.57612 0.60911 0.185
C 4.39940 0.90262 1.91831 -0.807
C 3.39290 1.00242 2.86281 -0.917
C 2.07450 0.80392 2.48591 -0.163
C 1.77080 0.47222 1.17871 0.273
C -0.31950 2.08752 -1.11759 2.693
O -0.83300 0.86192 -1.12219 -0.786
C -1.22560 3.10012 -1.89099 0.307
C -0.75660 4.30692 -2.39709 0.053
C -1.58960 5.15052 -3.10819 -1.141
C -2.91880 4.81592 -3.30619 -0.620
C -3.40320 3.62952 -2.78379 -0.806
C -2.55920 2.77922 -2.09089 -0.663
C -0.39350 2.76932 0.27121 0.038
C 0.22510 3.95222 0.65971 -0.004
C -0.08810 4.55522 1.86521 -1.284
C -1.06010 4.02342 2.69561 -0.916
C -1.69090 2.85162 2.31821 -0.215
C -1.34460 2.23462 1.13301 0.084
H 3.09930 5.07422 -2.85599 0.363
H 2.43310 3.80862 -3.89959 0.376
H 4.18530 3.92512 -3.67009 0.474
H 4.18180 4.53822 -0.74849 0.418
H 5.21620 3.24362 -1.41119 0.390
H 4.10870 2.90612 -0.06249 0.332
H 0.80730 2.45352 -2.88089 0.586
H 1.74660 0.51952 -3.03499 1.453
H 3.73550 -0.02188 -3.66979 0.381
H 5.40430 -1.54588 -4.55259 0.389
H 6.30400 -3.37758 -3.15259 0.387
H 5.41820 -3.68818 -0.85859 0.386
H 3.70100 -2.15578 0.01591 0.437
H 4.87410 0.48672 -0.13059 0.508
H 5.43190 1.06592 2.20491 0.390
H 3.63460 1.23122 3.89341 0.395
H 1.28820 0.89552 3.22481 0.369
H 0.75690 0.29692 0.85681 -0.347
H 0.27180 4.59172 -2.23759 0.291
H -1.19540 6.07382 -3.51629 0.430
H -3.56900 5.47752 -3.86599 0.364
H -4.44230 3.36142 -2.92429 0.412
H -2.92040 1.83822 -1.70229 0.476
H 0.95730 4.41582 0.02451 0.349
H 0.42200 5.46642 2.15161 0.443
H -1.32980 4.52822 3.61481 0.384
H -2.47050 2.43702 2.94871 0.358
H -1.82110 1.32142 0.80391 -0.201
C -1.31800 -7.28778 -1.09339 -1.316
C -2.00280 -5.98158 -1.36349 0.830
C -3.39560 -5.87678 -1.34419 -0.552
C -3.99150 -4.63598 -1.54009 -0.616
C -3.15540 -3.56258 -1.76529 0.143
Br -3.89080 -1.82478 -2.00139 -0.145
N -1.84080 -3.63458 -1.82929 -0.174
C -1.27890 -4.82398 -1.61449 -0.463
H -2.04350 -8.09138 -0.97239 0.354
H -0.73710 -7.21218 -0.17399 0.286
H -0.64040 -7.54848 -1.90529 0.336
H -4.00840 -6.74768 -1.16909 0.338
H -5.06350 -4.50968 -1.50999 0.449
H -0.19780 -4.83138 -1.63899 0.524
O -0.97310 -2.99168 1.29711 -0.684
S -1.31980 -1.61198 1.63901 1.009
C -1.25720 -1.52538 3.46611 -0.156
C -1.26030 -2.68498 4.22031 -0.486
C -1.15170 -2.60918 5.59751 -0.687
C -1.04040 -1.37538 6.21551 -0.514
C -1.03510 -0.21518 5.45691 -0.626
C -1.13900 -0.28858 4.07701 0.167
C -3.14690 -1.63778 1.66391 0.400
C -3.88240 -0.47208 1.78251 0.154
C -5.26420 -0.52358 1.70111 -0.837
C -5.90460 -1.73728 1.50911 -0.579
C -5.16460 -2.90298 1.41081 -0.497
C -3.78450 -2.85198 1.48291 -0.709
H -1.32490 -3.63758 3.71431 0.443
H -1.14110 -3.51078 6.19541 0.410
H -0.93960 -1.31618 7.29031 0.377
H -0.93460 0.74362 5.94301 0.473
H -1.10600 0.60522 3.47231 0.053
H -3.37960 0.47122 1.91221 0.266
H -5.84300 0.38362 1.77351 0.461
H -6.98040 -1.77128 1.41951 0.380
H -5.66630 -3.84978 1.26811 0.459
H -3.18380 -3.74588 1.37791 0.404
```

Its total charge is -1. The energy above the lowest of the compared OMol25 structures with the same formula, charge and spin is 0.0 kcal/mol. Its electronic energy is -160457.4953 eV. The calculation puts the LUMO energy at 2.0 eV. The orbital gap comes out at 6.087 eV.